Entry 1:
{
  "formula": "C14H17Br3F3NO4Tl",
  "method": "ωB97M-V/def2-TZVPD",
  "species": ["C", "C", "C", "C", "O", "N", "O", "O", "C", "O", "C", "C", "C", "C", "C", "F", "Br", "C", "F", "F", "Br", "C", "Br", "C", "C", "H", "H", "H", "H", "H", "H", "H", "H", "H", "H", "H", "H", "H", "H", "H", "H", "H", "Tl"],
  "xyz": [[-1.13, -2.32, 3.28], [-0.82, -3.15, 2.20], [-1.24, -2.88, 0.85], [-0.01, -2.03, 0.17], [1.06, -2.33, 1.06], [2.25, -3.02, 0.39], [3.21, -2.51, 0.67], [0.19, -2.67, -1.02], [-0.83, -2.12, -1.88], [-1.35, -2.72, -2.76], [-1.15, -0.70, -1.38], [-0.32, -0.53, -0.05], [1.07, 0.00, -0.56], [1.08, 1.43, -1.11], [2.52, 1.91, -1.35], [3.20, 1.06, -2.10], [3.54, 2.02, 0.38], [2.58, 3.35, -1.97], [3.80, 3.80, -1.87], [1.81, 4.21, -1.15], [1.89, 3.42, -3.74], [-1.01, 0.19, 1.13], [0.23, 1.24, 2.20], [-2.29, 0.98, 0.80], [-2.11, 2.16, -0.16], [-0.34, -1.65, 3.66], [-2.11, -2.25, 3.77], [-0.19, -4.04, 2.39], [-2.21, -2.38, 0.78], [-1.31, -3.85, 0.34], [-2.22, -0.80, -1.17], [-0.92, 0.00, -2.16], [1.76, -0.08, 0.28], [1.48, -0.64, -1.34], [0.62, 2.17, -0.46], [0.59, 1.53, -2.09], [-1.34, -0.63, 1.83], [-3.08, 0.31, 0.44], [-2.65, 1.39, 1.74], [-3.07, 2.68, -0.21], [-1.41, 2.87, 0.28], [-1.87, 1.89, -1.18], [2.09, 4.69, 1.07]],
  "total_charge": 3,
  "multiplicity": 1,
  "max_force_ha_per_bohr": 0.0528
}

***

Entry 2:
{
  "formula": "CH4O3S",
  "method": "ωB97M-V/def2-TZVPD",
  "species": ["O", "C", "O", "O", "H", "H", "S", "H", "H"],
  "xyz": [[-0.13, 1.53, -0.74], [0.46, 1.20, 0.23], [-0.13, 0.62, 1.28], [1.77, 1.33, 0.53], [-1.16, 0.71, 1.23], [1.99, 0.71, 1.16], [-0.90, -2.18, -0.61], [0.07, -1.72, -1.48], [-1.97, -2.19, -1.61]],
  "multiplicity": 1,
  "relative_energy_ev": 0.365,
  "smiles": "O=C(O)O.S",
  "max_force_ha_per_bohr": 0.0877
}

***

Entry 3:
{
  "formula": "C4H8O2",
  "method": "ωB97M-V/def2-TZVPD",
  "species": ["C", "C", "O", "C", "C", "O", "H", "H", "H", "H", "H", "H", "H", "H"],
  "xyz": [[1.51, 0.92, 0.97], [0.23, 0.68, 0.18], [0.57, -0.11, -0.97], [-0.37, -1.16, -0.95], [-1.58, -0.51, -0.33], [-0.85, 0.01, 0.83], [1.39, 1.67, 1.75], [2.24, 1.31, 0.24], [1.93, 0.00, 1.40], [-0.16, 1.65, -0.16], [-0.37, -1.71, -1.88], [-0.14, -1.84, -0.12], [-2.36, -1.25, -0.13], [-2.03, 0.35, -0.83]],
  "multiplicity": 1,
  "relative_energy_ev": 1.776,
  "smiles": "CC1OCCO1",
  "max_force_ha_per_bohr": 0.0172
}

***

Entry 4:
{
  "formula": "C5H6O2S",
  "method": "ωB97M-V/def2-TZVPD",
  "species": ["C", "C", "C", "C", "C", "H", "H", "H", "H", "H", "H", "O", "O", "S"],
  "xyz": [[0.38, -0.04, -0.47], [0.70, 1.26, 0.31], [-0.09, 0.67, -1.74], [-0.82, -0.86, -0.01], [-1.12, -0.84, 1.30], [1.78, -1.28, 0.17], [1.74, 1.48, 0.27], [0.42, 1.32, 1.41], [-1.33, -1.54, -0.72], [-0.62, -0.27, 2.08], [-1.84, -1.53, 1.71], [1.53, -0.87, -0.68], [-0.39, 0.32, -2.81], [-0.34, 2.18, -0.82]],
  "multiplicity": 1,
  "relative_energy_ev": 1.330,
  "max_force_ha_per_bohr": 0.0399
}

***

| no. | orbital gap (eV) |
| --- | --- |
| 1 | 2.66 |
| 2 | 10.20 |
| 3 | 10.75 |
| 4 | 10.12 |